Here is the molecule C5H9NS in a non-equilibrium geometry from OMol25. Energies are from ωB97M-V/def2-TZVPD.

The calculation puts the energy above the lowest of the compared OMol25 structures with the same formula, charge and spin at 77.71 kcal/mol. The calculation puts the total energy at -17652.8239 eV. The value obtained for the HOMO energy is -0.2868 hartree. The gap between HOMO and LUMO comes out at 8.47 eV.

```
16
Properties=species:S:1:pos:R:3:lowdin_charge:R:1
S 2.06866 -1.02873 -0.30294 0.861
N 2.30262 1.51163 0.23569 -0.027
C 1.47571 0.49633 0.27041 -0.501
C 0.41407 -1.83309 -0.02693 -0.509
C -1.12919 -0.00701 0.67345 -0.208
C -0.62990 -1.24914 0.85157 -0.216
C -1.26681 0.73793 -0.59642 -0.129
H -0.71289 -1.62320 1.86468 0.091
H 0.04164 -2.14115 -1.03183 0.069
H -1.73775 1.73620 -0.43056 0.082
H -0.27148 0.85246 -1.04107 0.044
H 1.97171 2.49285 0.20209 0.116
H -1.68036 0.50968 1.48629 0.106
H -1.93230 0.22864 -1.30406 0.081
H 3.20005 1.57288 -0.09670 0.046
H 0.55813 -2.93362 0.34085 0.093
```



Here is a cluster of 2 separate species, C5H9NS2 in total in a non-equilibrium geometry from OMol25. Energies are from ωB97M-V/def2-TZVPD.

The calculation puts the energy above the lowest of the compared OMol25 structures with the same formula, charge and spin at 69.65 kcal/mol. The calculation puts the total energy at -28488.6157 eV. The value obtained for the HOMO energy is -0.3219 hartree. The gap between HOMO and LUMO comes out at 8.60 eV.

```
17
Properties=species:S:1:pos:R:3:lowdin_charge:R:1
S -1.29626 -0.70299 1.75210 0.590
S 0.70343 -1.35780 -1.19962 0.887
N 2.64635 1.40847 0.25086 0.197
C -0.62886 0.99511 -0.77831 -0.098
C 0.56779 0.36825 -0.81434 -0.658
C 1.67757 1.01901 -0.22480 -0.281
C 2.40639 -1.56424 -0.80250 -0.455
C -2.69084 0.44999 1.33196 -0.448
H -3.57363 -0.19492 1.15236 0.032
H -0.36594 0.13672 1.01325 -0.128
H -2.35945 0.83241 0.31765 -0.009
H 2.45009 -1.51014 0.33594 0.063
H -0.67916 2.00674 -0.58629 0.067
H -1.51949 0.55688 -1.35621 0.122
H 3.11518 -0.86575 -1.32162 0.060
H 2.63737 -2.67899 -1.07222 0.074
H -3.09054 1.10123 2.00180 -0.016
```



Here is a structure of composition C5H9NS3 in a non-equilibrium geometry from OMol25. Energies are from ωB97M-V/def2-TZVPD.

The calculation puts the energy above the lowest of the compared OMol25 structures with the same formula, charge and spin at 0.53 kcal/mol. The calculation puts the total energy at -39325.4159 eV. The value obtained for the HOMO energy is -0.3190 hartree. The gap between HOMO and LUMO comes out at 8.55 eV.

```
18
Properties=species:S:1:pos:R:3:lowdin_charge:R:1
S 3.15308 1.06121 -0.46817 0.937
S -0.11136 -1.87256 -1.45685 0.721
S 3.13299 -1.75839 0.62816 0.704
N 0.71581 -0.02505 0.45306 -0.136
C 0.45227 1.05124 -0.45039 -0.335
C 1.60659 2.03401 -0.38161 -0.407
C 2.53751 -0.35496 0.19007 -1.089
C -1.41727 -1.09916 0.83514 -0.119
C 0.00702 -1.22653 0.31523 -0.744
H 0.30582 0.69156 -1.48315 0.084
H 0.54889 -2.00552 0.86286 0.060
H -1.92520 -2.05325 0.73610 0.068
H -1.95965 -0.35267 0.25872 0.069
H -1.40247 -0.80509 1.88024 0.081
H 1.14839 -2.29908 -1.51706 -0.179
H -0.45895 1.56766 -0.12986 0.127
H 1.60942 2.73770 -1.20852 0.078
H 1.62077 2.56732 0.56616 0.079
```